1.
Molecular formula: C2H5N3O
Method: DFT, the ωB97M-V functional and the def2-TZVPD basis

Last column: natural (NBO) charge in e.
Atoms and positions in Å:
O (0.56, -0.75, 0.92)  -0.409
C (-0.48, -1.91, -0.70)  -0.132
N (-0.30, 1.67, -0.35)  -0.564
H (-1.22, 1.23, -0.39)  0.380
H (-1.24, -2.10, -1.60)  0.194
H (-0.59, 2.75, -0.83)  0.311
N (-0.38, -0.70, -0.13)  -0.157
H (0.16, -2.74, -0.49)  0.182
C (1.12, 0.59, 1.02)  0.280
N (0.47, 1.59, 0.62)  -0.283
H (1.91, 0.37, 1.92)  0.198

Computed properties:
* relative energy (zero: lowest compared OMol25 entry of this formula, charge and spin): 159.0 kcal/mol
* net charge: 0
* SMILES: C=NO/C=N\N
* largest force on an atom: 10.471 eV Å⁻¹
* HOMO level: -8.20 eV

=====

2.
Molecular formula: C40H115N17O13
Method: DFT, the ωB97M-V functional and the def2-TZVPD basis

Last column: Löwdin charge in e.
Atoms and positions in Å:
H (0.33, -3.43, -3.96)  0.087
H (-3.85, 5.77, 1.84)  0.086
C (-8.23, -3.29, -0.07)  -0.099
C (0.89, 5.59, 1.71)  -0.217
H (3.41, 2.21, 1.48)  0.042
C (-3.48, 3.42, -3.21)  -0.787
H (2.74, 4.55, 1.83)  0.131
H (6.45, 1.03, 3.58)  0.135
C (-3.29, -5.57, 0.00)  -0.075
H (-2.03, 4.17, -0.78)  0.038
C (-2.14, -2.67, 2.68)  -0.775
C (4.37, 1.78, 1.78)  -0.056
C (4.25, 1.14, 3.17)  -0.408
C (-3.88, 2.95, 1.04)  -0.164
H (4.80, -4.52, -0.89)  0.081
H (5.69, 0.42, -3.88)  0.120
H (-1.16, 2.12, 3.19)  0.082
H (5.09, 1.49, -5.86)  0.072
C (-0.24, 0.43, -0.70)  -0.696
O (1.77, 3.99, -5.22)  0.048
H (0.02, -2.25, 4.48)  0.044
C (1.80, 4.44, 1.28)  -0.413
H (-5.22, 1.04, 2.02)  0.057
H (-1.32, -7.29, -0.32)  0.130
N (-2.54, -1.97, 3.65)  0.199
H (-0.38, 5.20, -4.72)  0.117
O (5.69, -0.81, 2.91)  -0.240
O (-1.27, -2.36, 1.84)  -0.003
H (0.70, 7.79, 3.10)  0.088
N (-4.65, -1.97, -2.21)  0.254
H (-0.89, 7.08, 3.01)  0.069
H (-3.57, 5.65, 0.15)  0.083
H (0.40, -4.04, 0.20)  0.023
C (3.67, -2.69, -0.10)  -0.360
C (-0.53, -3.19, -4.58)  -0.028
O (-4.65, 2.94, 2.24)  -0.223
N (-4.41, 3.48, -4.13)  0.169
H (-3.64, -2.01, -2.28)  0.046
H (2.24, -0.80, 6.87)  0.078
N (1.02, 3.21, 1.54)  0.043
H (-3.24, -0.96, -4.44)  0.101
H (0.68, -6.74, -1.92)  0.087
N (-2.60, -3.87, 2.79)  0.196
O (1.77, -3.56, 1.15)  -0.241
H (0.21, 3.50, 1.01)  0.022
H (5.09, 2.59, 1.66)  0.091
H (-0.91, -1.97, 5.61)  0.062
H (3.09, 2.66, 3.83)  0.054
H (3.38, 0.49, 3.15)  0.125
H (7.45, 3.00, -3.28)  0.075
C (-1.78, 1.23, 3.30)  -0.064
H (-4.40, -2.78, -0.36)  0.154
H (-1.09, -4.07, -4.90)  0.099
H (4.53, 3.07, 3.91)  0.073
H (-1.07, 0.92, -5.17)  0.076
N (5.93, 1.71, -5.35)  0.009
C (4.50, 2.32, -3.45)  -0.161
H (-5.02, 2.68, -4.20)  0.107
C (-1.82, 0.56, -5.88)  -0.071
H (1.65, -5.75, -0.87)  0.081
H (-3.44, -3.84, 3.36)  0.116
H (0.07, -0.35, 6.59)  0.145
H (-4.64, 4.40, -4.48)  0.129
N (0.08, -2.02, 5.46)  0.039
H (-0.06, 7.04, 4.52)  0.088
H (-6.05, 1.98, 3.28)  0.093
N (0.82, 0.63, 0.06)  0.208
H (3.50, 0.50, -0.82)  0.046
C (7.11, 1.96, -3.29)  -0.049
O (4.23, 1.97, -2.09)  -0.192
C (2.07, -0.57, 5.82)  -0.031
H (-1.89, 0.59, 2.42)  0.081
C (6.82, -1.61, 3.32)  -0.079
N (-0.42, -0.84, -0.78)  0.195
H (2.12, 2.56, -3.33)  0.058
C (0.99, 3.79, -4.32)  -0.761
H (-2.12, -1.06, 3.78)  0.069
H (1.52, -5.19, 2.30)  0.090
O (0.59, 5.63, 3.11)  -0.170
H (5.31, 0.11, 4.64)  0.118
H (-4.11, -5.19, 0.60)  0.087
C (5.75, 1.51, -3.95)  -0.423
H (-6.56, 2.28, 1.57)  0.090
H (1.19, 4.55, -0.82)  0.073
C (-1.38, -2.15, -3.92)  -0.413
H (2.56, -1.25, 5.12)  0.069
H (7.97, 1.37, -3.60)  0.069
O (-2.88, 4.32, -2.74)  0.062
H (2.73, 3.61, -0.52)  0.064
H (-1.29, -3.33, -2.26)  0.054
H (4.72, 3.37, -3.60)  0.140
H (-3.47, 1.95, 0.92)  0.087
H (-0.20, -6.53, 0.81)  0.132
C (0.01, 0.08, 4.40)  -0.207
H (1.06, -5.14, -2.43)  0.068
H (6.60, 1.01, -5.61)  0.073
H (-4.10, 1.59, -3.20)  0.093
H (-1.26, -5.40, -1.80)  0.111
C (0.10, 6.95, 3.45)  -0.095
H (-8.70, -4.21, -0.43)  0.103
C (4.10, -3.74, -1.20)  -0.033
H (-3.24, -4.78, -0.75)  0.058
H (4.80, -1.40, 1.08)  0.022
O (-1.92, -0.88, -6.00)  -0.174
H (-4.75, 0.31, -0.39)  0.078
H (-1.18, -3.94, 0.29)  0.033
H (-4.03, -0.45, 0.82)  0.069
O (-1.35, 0.43, 4.41)  -0.221
H (6.48, -2.59, 3.65)  0.080
H (2.66, 5.33, -0.50)  0.083
N (-1.96, -2.78, -2.78)  0.097
H (-4.58, 3.19, 0.24)  0.119
H (2.80, 0.32, -2.38)  0.079
H (-3.63, -6.46, -0.53)  0.105
H (7.34, -1.22, 4.19)  0.084
O (-0.90, 1.33, -1.25)  -0.041
H (3.21, -4.27, -1.53)  0.036
H (1.40, 6.48, 1.32)  0.122
H (-2.52, -3.52, -3.17)  0.098
H (-3.28, -2.34, 4.22)  0.133
H (2.90, -2.02, -0.48)  0.116
C (5.53, 0.44, 3.62)  -0.169
H (-2.22, 3.89, 2.05)  0.110
H (0.75, 3.43, 2.49)  0.054
C (-1.04, -6.34, 0.14)  -0.149
H (-8.33, -3.12, 1.01)  0.099
H (3.64, 2.12, -4.08)  0.094
C (3.14, -3.24, 1.23)  -0.185
H (0.03, -1.50, -0.15)  0.085
C (-2.48, -1.61, -4.88)  -0.153
N (-0.18, 4.40, -4.14)  0.173
H (-1.38, 0.96, -6.80)  0.093
H (-2.77, 1.61, 3.58)  0.093
C (-4.13, -0.57, -0.26)  -0.016
H (0.15, -4.32, 2.25)  0.063
H (6.97, 1.82, -2.22)  0.062
H (-2.35, -4.60, 2.14)  0.067
C (0.51, -0.70, 5.65)  -0.410
H (0.29, -0.30, 3.42)  0.121
N (-1.64, 3.85, 0.10)  0.057
H (3.31, -2.46, 1.97)  0.120
H (-6.80, -1.24, -0.75)  0.132
H (-3.18, -0.35, -0.75)  0.066
O (-6.92, -3.24, -0.50)  -0.182
H (-2.53, 1.79, -2.41)  0.066
C (-0.55, -5.37, -0.97)  -0.418
H (1.10, -0.20, 0.56)  0.106
H (-8.73, -2.49, -0.61)  0.093
H (5.58, -2.61, 0.45)  0.065
C (-4.79, -1.86, -0.80)  -0.339
C (-6.26, -2.03, -0.23)  -0.166
C (1.22, -4.14, 2.32)  -0.082
H (-5.00, -2.91, -2.33)  0.126
N (-0.42, -4.01, -0.38)  0.068
H (-1.02, -1.12, -1.54)  0.067
H (4.63, 1.02, 1.04)  0.056
H (-0.78, 4.14, -3.37)  0.066
N (4.90, -1.90, 0.21)  0.054
H (4.40, -3.24, -2.12)  0.073
H (0.51, 1.05, 4.32)  0.109
C (-3.08, 5.51, 1.12)  -0.052
C (-2.72, 4.07, 1.10)  -0.375
H (1.10, 1.56, 0.34)  0.066
N (1.15, 2.84, -3.42)  0.178
H (0.47, 2.57, -2.73)  0.076
O (-2.13, -5.77, 0.83)  -0.224
H (-6.34, -1.72, 0.81)  0.138
H (-1.52, 2.91, -0.26)  0.022
C (0.80, -5.72, -1.55)  -0.056
H (-2.30, 6.26, 1.29)  0.069
H (7.55, -1.78, 2.52)  0.084
C (2.10, 4.44, -0.23)  -0.046
N (-3.32, 2.16, -2.92)  0.177
H (-0.73, -1.35, -3.56)  0.142
N (3.97, 2.25, 4.09)  0.037
H (2.30, 0.47, 5.62)  0.058
H (0.00, 5.58, 1.07)  0.101
H (4.44, -0.11, -2.10)  0.070
C (-5.74, 1.98, 2.23)  -0.066
H (3.64, -4.17, 1.51)  0.134
H (1.53, -3.72, 3.28)  0.096
C (3.70, 0.66, -1.88)  -0.123
H (-2.72, 1.15, -5.70)  0.071
H (-0.20, -2.81, -5.54)  0.100
H (-3.11, -2.43, -5.23)  0.127

Computed properties:
* relative energy (zero: lowest compared OMol25 entry of this formula, charge and spin): 4.5 kcal/mol
* net charge: +1
* largest force on an atom: 5.777 eV Å⁻¹
* HOMO level (spin up / spin down): -10.14 / -10.14 eV
* 2S+1: 2

=====

3.
Molecular formula: C33H81N4O7
Method: DFT, the ωB97M-V functional and the def2-TZVPD basis

Last column: Löwdin charge in e.
Atoms and positions in Å:
C (-5.43, -1.61, 4.59)  -0.184
H (-6.47, 4.34, -6.05)  0.082
H (-1.36, 2.60, -3.19)  0.094
H (-6.80, 1.10, -7.29)  0.123
H (7.13, -0.03, -0.75)  0.072
C (0.03, 0.71, 0.29)  -0.908
H (-3.81, -0.06, -6.39)  0.133
C (-1.57, -2.24, 3.89)  0.033
H (6.16, 1.90, -4.11)  0.088
C (6.73, 3.82, 0.85)  -0.044
O (-5.36, -0.33, 5.16)  -0.236
H (5.05, 2.90, -5.14)  0.098
H (-2.77, 2.16, -2.38)  0.087
H (5.01, -2.62, 0.51)  0.076
H (0.23, -3.66, 1.99)  0.115
C (1.56, -3.02, 6.00)  -0.077
C (2.15, -1.99, 2.49)  -0.078
H (5.74, -3.63, 1.61)  0.093
C (5.61, 2.84, -4.21)  -0.072
O (4.79, 3.19, -3.08)  -0.191
H (-2.42, -2.32, 1.40)  0.048
H (-3.75, -2.42, 5.68)  0.134
H (-1.04, 1.63, 5.30)  0.092
H (-4.31, 0.81, -3.45)  0.108
H (-3.37, 3.09, -5.56)  0.125
H (-0.29, 0.15, 5.17)  0.064
H (4.42, 0.35, -1.30)  0.122
O (1.35, -2.95, 4.58)  -0.214
H (7.23, 4.74, 0.55)  0.102
C (-6.91, 3.48, -5.55)  -0.060
H (7.80, -0.13, 0.84)  0.090
H (3.38, 3.13, -0.18)  0.106
H (6.79, 3.02, -1.19)  0.122
H (-4.23, -2.49, 1.62)  0.064
C (-3.95, 2.81, -6.44)  -0.161
H (-6.14, -2.26, 5.11)  0.136
H (0.35, -6.28, 1.57)  0.092
O (-0.10, 1.78, -0.45)  0.100
H (4.86, -2.21, 2.27)  0.072
O (0.99, 0.72, 1.06)  -0.053
C (4.87, 1.28, -1.64)  -0.036
N (-5.01, 1.72, -6.16)  -0.238
N (-2.83, -1.29, 4.03)  -0.201
H (-1.19, -2.45, 4.89)  0.095
H (3.36, -2.53, 4.07)  0.119
H (-7.42, -0.21, 4.88)  0.094
H (0.76, 2.16, -0.29)  0.092
H (1.87, -6.00, 0.77)  0.076
H (2.39, -3.59, 6.43)  0.102
C (-3.39, -1.83, 1.41)  -0.022
O (-0.84, -0.19, 0.38)  -0.048
H (-2.53, -0.01, 2.51)  0.098
H (-4.51, 3.71, -6.70)  0.122
H (5.84, 1.05, -2.08)  0.108
H (3.02, 2.40, -2.29)  0.119
H (-3.19, 0.74, 4.97)  0.117
H (6.04, 4.14, 1.63)  0.082
H (-3.70, -1.40, 0.45)  0.080
H (0.71, -3.64, 6.28)  0.088
H (-5.87, 2.37, -8.07)  0.116
H (-0.84, -1.60, 3.40)  0.081
H (3.73, 1.37, -3.43)  0.132
C (-4.46, 0.39, -5.64)  -0.035
H (3.32, 1.49, 0.56)  0.074
C (0.97, -5.50, 1.13)  -0.057
C (2.35, -2.13, 3.94)  -0.200
C (-5.97, 2.36, -5.10)  -0.142
H (-2.50, 3.34, -8.00)  0.098
H (-5.02, 0.96, -7.98)  0.095
H (-6.47, 1.32, 4.69)  0.093
C (-5.79, 1.49, -7.42)  0.010
H (-1.95, -3.11, 3.36)  0.093
H (3.61, -4.35, 2.86)  0.134
C (-3.66, 0.46, -4.25)  -0.156
C (-3.00, 2.48, -7.54)  -0.070
H (1.30, -4.55, 3.06)  0.119
H (-1.52, 0.98, -2.38)  0.073
H (6.11, 1.44, 1.68)  0.116
C (6.05, 3.29, -0.43)  -0.139
H (5.31, 0.10, 0.86)  0.105
C (7.34, 0.56, 0.14)  -0.048
H (-0.92, 1.01, 3.70)  0.079
H (-6.54, 1.54, -4.65)  0.130
H (6.38, 3.60, -4.34)  0.098
H (2.88, -2.23, -0.19)  0.083
H (1.13, -1.63, 2.36)  0.109
C (4.00, 2.09, -2.66)  -0.175
H (-6.72, 0.59, 6.31)  0.098
H (-3.46, 2.21, -8.49)  0.079
H (3.58, -4.85, 1.18)  0.118
C (-3.94, -2.19, 4.64)  -0.052
H (-2.36, -0.47, 6.01)  0.126
C (-3.30, -0.77, 2.65)  -0.105
H (-5.35, 2.72, -4.28)  0.123
H (2.41, -1.13, 4.38)  0.145
H (-3.95, -3.09, 4.02)  0.118
C (4.85, -3.00, 1.52)  -0.046
C (1.14, -4.25, 2.02)  -0.140
H (-5.34, -0.24, -5.50)  0.135
H (-7.78, 3.18, -6.15)  0.085
H (4.10, 2.73, 1.45)  0.107
H (7.30, 3.02, 1.31)  0.065
H (1.33, -2.12, 6.58)  0.095
C (2.14, -2.96, 0.14)  0.043
H (-5.79, -1.45, 3.57)  0.112
H (0.47, -5.32, 0.18)  0.078
H (8.11, 1.31, -0.02)  0.089
H (2.28, -3.88, -0.44)  0.100
H (-2.17, 1.79, -7.36)  0.092
C (5.95, 0.97, 0.71)  -0.145
H (-4.25, -0.26, 2.82)  0.109
C (-1.11, 0.71, 4.73)  -0.061
H (1.16, -2.52, -0.01)  0.108
O (-2.57, 1.39, -4.29)  -0.227
N (2.33, -3.34, 1.65)  -0.219
C (3.91, 2.40, 0.43)  0.012
H (-7.40, 3.99, -4.72)  0.094
C (-2.43, -0.05, 5.00)  -0.099
C (3.71, -3.99, 1.84)  -0.116
N (5.23, 1.97, -0.24)  -0.218
H (-3.26, -0.50, -3.95)  0.131
H (2.80, -1.30, 1.95)  0.117
H (5.40, 4.05, -0.87)  0.124
C (-6.58, 0.38, 5.25)  -0.061
C (-2.00, 1.73, -3.01)  -0.071

Computed properties:
* relative energy (zero: lowest compared OMol25 entry of this formula, charge and spin): 88.5 kcal/mol
* net charge: +3
* largest force on an atom: 4.601 eV Å⁻¹
* HOMO level: -13.74 eV

=====

4.
Molecular formula: C8H17N2
Method: DFT, the ωB97M-V functional and the def2-TZVPD basis

Last column: natural (NBO) charge in e.
Atoms and positions in Å:
C (-1.92, 1.76, -0.69)  -0.431
H (-1.20, -0.10, 1.62)  0.217
H (-2.36, -0.77, -1.69)  0.231
C (-0.32, -0.14, -0.99)  0.248
N (-0.62, 1.15, -0.68)  -0.352
H (-0.45, -1.73, 1.58)  0.219
C (0.48, 1.71, -0.06)  0.081
C (1.05, 1.00, 0.91)  -0.012
H (-1.14, -2.01, -1.44)  0.233
H (0.00, -0.73, 2.93)  0.236
H (2.90, -0.55, 1.20)  0.233
H (1.11, 0.55, -2.28)  0.224
H (1.71, -0.91, -1.40)  0.219
H (-1.94, -1.13, -0.14)  0.213
H (-2.21, 2.25, 0.32)  0.224
H (0.87, 2.71, -0.27)  0.243
C (-0.21, -0.75, 1.86)  -0.415
C (-1.54, -1.03, -1.08)  -0.685
C (0.86, -0.45, -1.86)  -0.662
H (-1.98, 2.57, -1.39)  0.240
H (-2.72, 1.14, -0.82)  0.239
N (0.88, -0.39, 0.97)  -0.231
H (2.16, -2.03, 0.85)  0.253
C (2.00, -1.06, 1.35)  -0.471
H (2.21, -1.22, 2.42)  0.240
H (0.34, -1.16, -2.56)  0.246
H (2.01, 1.31, 1.33)  0.219

Computed properties:
* relative energy (zero: lowest compared OMol25 entry of this formula, charge and spin): 43.2 kcal/mol
* net charge: +1
* largest force on an atom: 4.949 eV Å⁻¹
* HOMO level (spin up / spin down): -10.26 / -14.19 eV
* 2S+1: 3